Entry i
The molecule C7H14, computed with ωB97M-V/def2-TZVPD.

Each line ends with the natural charge from an NBO analysis.
CARTESIAN COORDINATES (ANGSTROEM)
C (-0.701, 1.656, 0.682)  -0.5981
C (-0.492, 0.214, 0.199)  -0.0573
C (-1.003, 0.106, -1.243)  -0.6103
C (-1.293, -0.752, 1.089)  -0.6017
C (0.995, -0.125, 0.334)  -0.2158
C (2.002, 0.008, -0.772)  -0.4261
C (1.616, -1.355, -0.258)  -0.4264
H (-0.428, 1.767, 1.739)  0.2063
H (-0.089, 2.355, 0.099)  0.2096
H (-1.752, 1.953, 0.575)  0.2052
H (-2.088, 0.269, -1.263)  0.2128
H (-0.545, 0.856, -1.897)  0.2082
H (-0.815, -0.887, -1.671)  0.2062
H (-0.739, -1.004, 2.003)  0.2093
H (-2.253, -0.316, 1.391)  0.2061
H (-1.504, -1.693, 0.568)  0.2082
H (1.375, 0.135, 1.323)  0.2120
H (1.656, 0.282, -1.765)  0.2130
H (2.988, 0.394, -0.525)  0.2147
H (2.333, -1.906, 0.344)  0.2144
H (1.008, -1.982, -0.904)  0.2098

For the orbital gap, the calculation gives 11.131 eV. The calculation puts the highest occupied orbital energy at -10.15 eV. As for the LUMO energy: 1.0 eV. The SMILES is CC(C)(C)C1CC1. The net charge is 0.

---

Entry ii
The molecule C7H14, computed with ωB97M-V/def2-TZVPD.

Each line ends with the natural charge from an NBO analysis.
CARTESIAN COORDINATES (ANGSTROEM)
C (-1.991, -0.058, 1.756)  -0.4202
C (-0.763, -0.452, 1.471)  0.0424
C (-0.105, -1.630, 2.133)  -0.6561
C (0.078, 0.311, 0.462)  -0.4356
C (0.290, -0.471, -0.834)  -0.3895
C (1.085, 0.289, -1.889)  -0.3943
C (0.666, 1.736, -2.116)  -0.6143
H (-2.583, -0.620, 2.478)  0.1896
H (-2.468, 0.808, 1.315)  0.1961
H (-0.807, -2.452, 2.281)  0.2222
H (0.245, -1.348, 3.126)  0.2233
H (0.762, -1.984, 1.574)  0.2108
H (-0.449, 1.233, 0.209)  0.2092
H (1.042, 0.507, 0.944)  0.2032
H (-0.678, -0.814, -1.227)  0.2005
H (0.803, -1.411, -0.608)  0.1983
H (1.073, -0.255, -2.838)  0.2034
H (2.151, 0.272, -1.619)  0.1928
H (1.118, 2.109, -3.036)  0.2115
H (-0.409, 1.834, -2.288)  0.2010
H (0.942, 2.398, -1.295)  0.2056

For the orbital gap, the calculation gives 10.329 eV. The calculation puts the highest occupied orbital energy at -9.21 eV. As for the LUMO energy: 1.1 eV. The SMILES is C=C(C)CCCC. The net charge is 0.

---

Entry iii
A cluster of 2 separate species, C7H14 in total, computed with ωB97M-V/def2-TZVPD.

Each line ends with the natural charge from an NBO analysis.
CARTESIAN COORDINATES (ANGSTROEM)
C (0.149, -1.552, -0.358)  -0.1840
C (1.252, -0.832, -0.570)  -0.1876
C (1.278, 0.626, -0.959)  -0.4533
C (0.577, 1.554, 0.042)  -0.3876
C (-0.952, 1.490, -0.002)  -0.3956
C (-1.577, 0.170, 0.457)  -0.3866
C (-1.272, -1.045, -0.430)  -0.4536
H (0.268, -2.605, -0.108)  0.2030
H (2.217, -1.327, -0.462)  0.2036
H (2.318, 0.949, -1.085)  0.2134
H (0.803, 0.739, -1.945)  0.2079
H (0.925, 1.310, 1.056)  0.1986
H (0.887, 2.588, -0.157)  0.2054
H (-1.288, 1.706, -1.028)  0.1904
H (-1.351, 2.297, 0.626)  0.2068
H (-1.264, -0.045, 1.488)  0.1984
H (-2.666, 0.301, 0.482)  0.2050
H (-1.947, -1.860, -0.143)  0.2135
H (-1.529, -0.793, -1.471)  0.2086
H (1.697, -2.061, 2.646)  -0.0106
H (1.561, -1.689, 2.015)  0.0043

For the orbital gap, the calculation gives 10.346 eV. The calculation puts the highest occupied orbital energy at -9.11 eV. As for the LUMO energy: 1.2 eV. The SMILES is C1=CCCCCC1.[H][H]. The net charge is 0.

---

Entry iv
The molecule C7H14, computed with ωB97M-V/def2-TZVPD.

Each line ends with the natural charge from an NBO analysis.
CARTESIAN COORDINATES (ANGSTROEM)
C (1.748, -0.755, -0.572)  -0.5942
C (0.324, -0.178, -0.533)  -0.0682
C (-0.687, -1.290, -0.839)  -0.6057
C (0.085, 1.076, -1.397)  -0.6131
C (0.146, 0.384, 0.884)  -0.2319
C (-0.650, -0.133, 2.013)  -0.4218
C (-0.996, 1.249, 1.241)  -0.4280
H (2.497, 0.039, -0.462)  0.2055
H (1.874, -1.441, 0.278)  0.2074
H (1.973, -1.314, -1.486)  0.2080
H (-0.503, -1.747, -1.821)  0.2124
H (-0.619, -2.082, -0.085)  0.2099
H (-1.718, -0.914, -0.843)  0.2053
H (-0.446, 1.777, -0.709)  0.2218
H (1.012, 1.562, -1.717)  0.2098
H (-0.582, 0.926, -2.250)  0.2091
H (1.073, 0.823, 1.260)  0.2128
H (-1.481, -0.812, 1.855)  0.2112
H (-0.101, -0.377, 2.936)  0.2200
H (-0.861, 2.274, 1.593)  0.2193
H (-1.925, 1.143, 0.671)  0.2105

For the orbital gap, the calculation gives 10.810 eV. The calculation puts the highest occupied orbital energy at -9.81 eV. As for the LUMO energy: 1.0 eV. The SMILES is CC(C)(C)C1CC1. The net charge is 0.

---

Stability, highest: entry ii

---

Entry i
A structure of composition C2H3N2O2, computed with ωB97M-V/def2-TZVPD.

Each line ends with the natural charge from an NBO analysis.
CARTESIAN COORDINATES (ANGSTROEM)
C (-3.189, -1.521, -0.869)  0.7900
C (0.008, 0.107, 0.174)  -0.2854
N (-2.242, -2.073, -0.290)  -0.5581
N (-1.284, -1.346, -1.292)  -0.3175
O (-4.300, -1.159, -1.151)  -0.6423
O (-0.996, -0.065, -0.866)  -0.4605
H (0.758, -0.780, 0.301)  0.1603
H (-0.361, 0.187, 1.248)  0.1516
H (0.564, 1.023, -0.128)  0.1619

For the orbital gap, the calculation gives 6.615 eV. The calculation puts the highest occupied orbital energy at -2.32 eV. As for the LUMO energy: 4.3 eV. The net charge is -1.

---

Entry ii
A cluster of 2 separate species, C2H3N2O2 in total, computed with ωB97M-V/def2-TZVPD.

Each line ends with the natural charge from an NBO analysis.
CARTESIAN COORDINATES (ANGSTROEM)
C (-1.382, 0.133, -0.125)  0.9440
C (0.719, -1.143, 0.095)  0.0045
N (-0.199, -2.126, -0.057)  -0.4843
N (-0.601, -0.793, 0.133)  -0.3449
O (0.730, 2.084, 0.138)  -1.3154
O (-2.366, 0.782, -0.163)  -0.4916
H (1.533, -1.010, 0.947)  0.1557
H (1.239, -0.804, -0.881)  0.1365
H (0.326, 2.877, -0.088)  0.3954

For the orbital gap, the calculation gives 6.987 eV. The calculation puts the highest occupied orbital energy at -3.07 eV. As for the LUMO energy: 3.9 eV. The net charge is -1.

---

Stability, highest: entry i